# 1
{
  "formula": "C36H49BNO34P2",
  "method": "wB97M-V/def2-TZVPD",
  "homo_lumo_gap_ev": 5.27,
  "charge": -1,
  "species": ["N", "P", "O", "C", "O", "B", "O", "C", "O", "C", "C", "C", "C", "C", "C", "O", "C", "P", "O", "O", "H", "H", "H", "H", "H", "H", "H", "H", "H", "H", "H", "H", "H", "C", "C", "O", "C", "O", "O", "H", "H", "H", "H", "C", "C", "O", "C", "O", "O", "H", "H", "H", "H", "C", "C", "O", "C", "O", "O", "H", "H", "H", "H", "C", "C", "O", "C", "O", "O", "H", "H", "H", "H", "C", "C", "O", "C", "O", "O", "H", "H", "H", "H", "C", "C", "O", "C", "O", "O", "H", "H", "H", "H", "C", "C", "O", "C", "O", "O", "H", "H", "H", "H", "C", "C", "O", "C", "O", "O", "H", "H", "H", "H", "C", "C", "O", "C", "O", "O", "H", "H", "H", "H"],
  "positions_angstrom": [[0.535, 0.789, -0.874], [-1.044, 0.469, -1.690], [-2.019, 1.897, -1.456], [-0.691, 0.146, -3.566], [0.808, 0.075, -3.581], [1.027, -1.385, -3.610], [2.393, -1.938, -3.522], [2.357, -3.329, -3.002], [1.362, -4.202, -3.191], [3.672, -3.869, -2.166], [4.943, -2.829, -1.971], [6.270, -3.396, -1.170], [6.238, -4.969, -0.617], [4.947, -5.978, -0.782], [3.627, -5.414, -1.575], [0.123, -1.818, -4.704], [-1.189, -1.269, -4.225], [-2.240, -1.278, -5.819], [-1.371, -2.206, -7.060], [-3.680, -2.270, -5.523], [1.104, 1.488, -1.400], [1.094, -0.113, -0.829], [-2.664, 1.660, -0.715], [-1.199, 1.064, -4.101], [0.520, -1.787, -2.626], [4.901, -1.721, -2.392], [7.186, -2.677, -1.015], [7.199, -5.389, -0.072], [4.914, -7.093, -0.368], [2.642, -6.025, -1.762], [-1.535, -2.130, -3.510], [-1.553, -3.198, -6.929], [-3.487, -3.225, -5.815], [-2.979, 5.248, -1.951], [-1.846, 4.614, -2.690], [-1.668, 5.466, -3.806], [-2.173, 6.685, -3.459], [-2.033, 7.702, -4.118], [-2.853, 6.619, -2.277], [-2.907, 5.098, -0.871], [-3.955, 4.891, -2.296], [-0.920, 4.599, -2.105], [-2.078, 3.595, -3.013], [-6.826, 4.536, 0.029], [-7.455, 3.184, -0.063], [-6.390, 2.358, -0.494], [-5.232, 2.979, -0.125], [-4.126, 2.468, -0.187], [-5.472, 4.246, 0.324], [-7.271, 5.150, 0.816], [-6.871, 5.084, -0.919], [-7.813, 2.823, 0.907], [-8.281, 3.157, -0.780], [-1.040, 9.740, -1.052], [-2.182, 10.593, -1.503], [-2.872, 10.876, -0.301], [-1.970, 10.740, 0.715], [-2.179, 11.073, 1.870], [-0.805, 10.185, 0.271], [-0.149, 9.876, -1.671], [-1.298, 8.676, -1.027], [-1.848, 11.536, -1.950], [-2.834, 10.075, -2.212], [4.039, -8.390, 3.984], [3.064, -7.814, 3.008], [3.832, -7.669, 1.828], [4.865, -8.558, 1.915], [5.626, -8.821, 0.999], [4.935, -9.113, 3.161], [3.559, -9.052, 4.710], [4.598, -7.617, 4.522], [2.228, -8.491, 2.804], [2.669, -6.848, 3.335], [-0.559, -1.260, 3.412], [-1.534, -0.684, 2.436], [-0.766, -0.539, 1.256], [0.267, -1.428, 1.343], [1.028, -1.691, 0.427], [0.337, -1.983, 2.588], [-1.039, -1.922, 4.137], [0.000, -0.487, 3.950], [-2.371, -1.361, 2.232], [-1.929, 0.282, 2.763], [1.020, 3.925, -6.869], [2.139, 4.888, -6.633], [1.904, 5.343, -5.314], [1.168, 4.380, -4.687], [0.930, 4.365, -3.491], [0.734, 3.436, -5.572], [1.307, 3.109, -7.537], [0.125, 4.414, -7.267], [3.121, 4.404, -6.671], [2.126, 5.722, -7.340], [-4.460, 0.730, 5.087], [-5.753, 0.379, 4.425], [-5.438, -0.792, 3.697], [-4.356, -1.360, 4.306], [-3.922, -2.469, 4.045], [-3.825, -0.524, 5.246], [-4.606, 1.216, 6.055], [-3.829, 1.369, 4.460], [-6.542, 0.146, 5.147], [-6.106, 1.169, 3.756], [1.088, -8.033, 8.442], [2.307, -8.808, 8.058], [2.207, -8.895, 6.649], [1.427, -7.852, 6.241], [1.271, -7.523, 5.077], [0.845, -7.225, 7.306], [1.249, -7.416, 9.329], [0.219, -8.678, 8.609], [3.234, -8.284, 8.315], [2.326, -9.804, 8.508], [4.206, 1.702, 1.478], [3.857, 0.606, 0.525], [5.098, 0.293, -0.079], [6.073, 0.690, 0.790], [7.257, 0.420, 0.666], [5.552, 1.426, 1.814], [3.574, 1.695, 2.371], [4.154, 2.693, 1.014], [3.477, -0.286, 1.035], [3.129, 0.923, -0.226]],
  "lowdin_charge": [-0.179, 0.968, -0.402, -0.371, -0.096, -0.919, 0.058, -0.242, -0.039, -0.035, -0.002, -0.065, -0.078, -0.059, 0.006, -0.107, -0.401, 0.957, -0.368, -0.397, 0.032, 0.018, 0.002, 0.109, 0.100, 0.104, 0.076, 0.070, 0.067, 0.096, 0.134, 0.060, 0.053, -0.136, -0.152, 0.059, -0.517, 0.107, 0.043, 0.136, 0.132, 0.126, 0.120, -0.138, -0.139, 0.079, -0.481, 0.118, 0.058, 0.138, 0.138, 0.133, 0.140, -0.135, -0.137, 0.059, -0.519, 0.121, 0.062, 0.141, 0.129, 0.135, 0.135, -0.145, -0.152, 0.051, -0.515, 0.113, 0.062, 0.117, 0.140, 0.138, 0.130, -0.141, -0.142, 0.001, -0.504, 0.115, 0.066, 0.131, 0.133, 0.130, 0.130, -0.137, -0.145, 0.062, -0.497, 0.124, 0.073, 0.140, 0.136, 0.135, 0.133, -0.141, -0.140, 0.069, -0.523, 0.136, 0.056, 0.137, 0.133, 0.136, 0.133, -0.139, -0.136, 0.045, -0.488, 0.141, 0.074, 0.138, 0.137, 0.139, 0.138, -0.139, -0.132, 0.058, -0.518, 0.116, 0.054, 0.134, 0.135, 0.137, 0.121]
}


# 2
{
  "formula": "C17H34CdO2P2",
  "method": "wB97M-V/def2-TZVPD",
  "homo_lumo_gap_ev": 6.07,
  "charge": 0,
  "e_above_lowest_kj_mol": 0.0,
  "species": ["P", "P", "C", "C", "H", "H", "H", "H", "C", "H", "H", "H", "C", "H", "H", "H", "C", "H", "H", "H", "C", "H", "H", "H", "Cd", "C", "C", "C", "C", "C", "C", "C", "C", "C", "H", "H", "H", "H", "H", "H", "H", "H", "H", "H", "H", "H", "H", "H", "H", "C", "O", "C", "O", "H", "H", "H"],
  "positions_angstrom": [[0.388, 0.869, 2.156], [-2.125, -0.806, -0.158], [0.601, 0.035, 0.502], [-0.556, 0.099, -0.509], [0.911, -1.008, 0.681], [1.450, 0.561, 0.057], [-0.796, 1.143, -0.768], [-0.228, -0.409, -1.417], [-1.782, -2.568, -0.424], [-2.725, -3.110, -0.271], [-1.049, -2.941, 0.302], [-1.419, -2.740, -1.443], [-3.270, -0.248, -1.441], [-2.916, -0.611, -2.416], [-3.342, 0.848, -1.442], [-4.256, -0.677, -1.214], [1.878, 0.435, 3.115], [1.831, 0.950, 4.087], [2.771, 0.758, 2.560], [1.912, -0.648, 3.295], [0.578, 2.622, 1.705], [-0.381, 2.993, 1.309], [1.371, 2.729, 0.950], [0.844, 3.180, 2.617], [-2.000, -0.267, 2.236], [1.221, -0.438, -3.042], [1.327, -1.674, -2.518], [2.626, -2.406, -2.355], [3.802, -1.569, -1.779], [3.415, -0.480, -0.823], [3.205, 0.805, -1.162], [3.080, 1.318, -2.571], [2.351, 0.391, -3.580], [-2.271, 0.449, 4.216], [0.239, 0.021, -3.222], [0.440, -2.280, -2.311], [2.950, -2.829, -3.321], [2.449, -3.270, -1.696], [4.445, -2.275, -1.230], [4.396, -1.169, -2.613], [3.393, -0.791, 0.229], [3.238, 1.600, -0.402], [4.075, 1.558, -2.983], [2.542, 2.278, -2.526], [1.908, 1.059, -4.337], [3.090, -0.235, -4.098], [-3.227, 0.976, 4.350], [-1.442, 1.142, 4.449], [-2.232, -0.426, 4.889], [-5.359, 0.594, 2.483], [-4.653, 1.562, 1.614], [-3.339, 1.477, 1.411], [-2.723, 2.320, 0.775], [-5.491, 1.061, 3.466], [-4.812, -0.358, 2.601], [-6.332, 0.400, 2.013]],
  "nbo_charge": [0.741, 0.803, -0.720, -0.752, 0.221, 0.251, 0.265, 0.253, -0.965, 0.248, 0.249, 0.209, -0.951, 0.230, 0.286, 0.251, -0.937, 0.249, 0.220, 0.243, -0.955, 0.289, 0.210, 0.240, 1.264, -0.185, -0.183, -0.448, -0.446, -0.182, -0.186, -0.449, -0.449, -1.204, 0.204, 0.200, 0.223, 0.209, 0.223, 0.208, 0.201, 0.207, 0.225, 0.215, 0.222, 0.208, 0.196, 0.194, 0.189, -0.250, -0.582, 0.194, -0.752, 0.190, 0.178, 0.187]
}


# 3
{
  "formula": "C14H14N4",
  "method": "wB97M-V/def2-TZVPD",
  "homo_lumo_gap_ev": 7.99,
  "charge": 0,
  "e_above_lowest_kj_mol": 482.7,
  "smiles": "c1ccn(Nc2ccc(Nn3cccc3)cc2)c1",
  "species": ["C", "C", "C", "N", "N", "C", "C", "C", "C", "N", "N", "C", "C", "C", "C", "C", "C", "C", "H", "H", "H", "H", "H", "H", "H", "H", "H", "H", "H", "H", "H", "H"],
  "positions_angstrom": [[1.049, -4.471, 3.118], [1.796, -5.023, 1.980], [1.504, -4.340, 0.806], [0.567, -3.383, 1.202], [-0.246, -2.684, 0.215], [-0.378, -1.335, 0.258], [-1.088, -0.673, -0.786], [-1.116, 0.745, -0.843], [-0.378, 1.461, 0.152], [-0.167, 2.799, 0.158], [-0.271, 3.538, -1.104], [0.585, 3.666, -2.219], [-0.074, 4.390, -3.182], [-1.408, 4.656, -2.697], [-1.481, 4.100, -1.434], [0.248, 0.823, 1.254], [0.372, -0.596, 1.220], [0.166, -3.578, 2.501], [0.929, -4.708, 4.168], [2.635, -5.683, 2.017], [2.136, -4.334, -0.087], [-0.551, -3.197, -0.529], [-1.675, -1.225, -1.492], [-1.788, 1.209, -1.562], [0.448, 3.334, 0.763], [1.606, 3.345, -2.374], [0.156, 4.660, -4.214], [-2.223, 5.188, -3.257], [-2.395, 3.999, -0.830], [0.737, 1.493, 1.918], [1.022, -1.085, 1.942], [-0.718, -3.089, 2.941]],
  "nbo_charge": [-0.312, -0.273, -0.108, -0.194, -0.430, 0.129, -0.232, -0.252, 0.121, -0.430, -0.206, -0.086, -0.302, -0.313, -0.067, -0.214, -0.255, -0.051, 0.232, 0.215, 0.232, 0.387, 0.209, 0.234, 0.399, 0.225, 0.228, 0.226, 0.224, 0.203, 0.233, 0.229]
}


# 4
{
  "formula": "C3H4BaLiO3",
  "method": "wB97M-V/def2-TZVPD",
  "homo_lumo_gap_ev": 6.05,
  "charge": 1,
  "e_above_lowest_kj_mol": 0.0,
  "species": ["O", "C", "C", "O", "C", "O", "Li", "Ba", "H", "H", "H", "H"],
  "positions_angstrom": [[-2.037, 0.164, 0.314], [-1.535, -1.048, -0.290], [-0.064, -0.872, -0.691], [4.600, 1.422, 0.760], [3.572, 1.945, 0.780], [2.432, 2.207, 0.702], [-3.662, 0.405, 0.935], [-0.165, 1.500, 0.164], [-2.166, -1.287, -1.165], [-1.660, -1.870, 0.438], [0.102, -0.973, -1.774], [0.585, -1.591, -0.171]],
  "lowdin_charge": [-0.850, -0.513, -0.447, 0.278, -0.363, -0.029, 0.799, 1.924, 0.093, 0.094, 0.007, 0.007]
}


In order of appearance, max |F| = 7.93, 3.00, 5.47, 2.33 eV Å⁻¹.
In order of appearance, highest occupied orbital energy = -4.10, -5.61, -7.11, -10.00 eV.